# 1
{"formula": "C5H8N2S", "method": "ωB97M-V/def2-TZVPD", "total_energy_ev": -19108.615, "lumo_energy_ha": [-0.4301, -0.4230], "homo_lumo_gap_ev": [6.150, 6.250], "charge": 2, "elements": ["C", "C", "C", "C", "C", "N", "N", "S", "H", "H", "H", "H", "H", "H", "H", "H"], "positions_angstrom": [[2.05983, 0.49163, 0.25065], [1.43519, 1.69664, 0.33342], [-0.31035, 0.23341, -0.03108], [-0.77797, 2.56429, 0.15091], [-1.45332, -2.23057, -0.30037], [1.21976, -0.52706, 0.06667], [0.06636, 1.56710, 0.15589], [-1.79176, -0.47910, -0.17375], [3.12401, 0.32050, 0.33681], [1.87136, 2.66646, 0.49278], [-1.83547, 2.41272, -0.01999], [-0.42022, 3.57509, 0.31690], [-2.42567, -2.72778, -0.27060], [-0.84929, -2.58231, 0.53519], [-0.97696, -2.46854, -1.25306], [1.39601, -1.48716, -0.18245]], "atomic_forces_ev_per_a": [[0.1, 1.4, 0.2], [1.9, -0.3, 0.2], [4.7, -4.0, 0.2], [-0.2, 0.0, 0.0], [0.3, -0.7, -0.2], [-6.2, 2.3, -0.4], [-0.8, 0.3, -0.1], [0.3, 0.7, 0.1], [0.1, 0.0, 0.0], [0.0, 0.1, 0.0], [-0.1, -0.2, 0.0], [0.2, -0.1, 0.0], [0.0, 0.2, 0.0], [0.0, 0.2, 0.1], [0.0, 0.2, 0.0], [-0.1, -0.2, -0.1]]}



# 2
{"formula": "C5H8N2S2", "method": "ωB97M-V/def2-TZVPD", "total_energy_ev": -29959.697, "lumo_energy_ha": [-0.0023, -0.0010], "homo_lumo_gap_ev": [7.654, 7.741], "elements": ["C", "C", "C", "C", "C", "N", "N", "S", "S", "H", "H", "H", "H", "H", "H", "H", "H"], "positions_angstrom": [[1.12681, 0.39717, -0.78112], [-0.20156, 0.26260, -0.91965], [2.68865, -1.73715, -1.01266], [-1.88377, -0.08805, 0.83018], [-1.27641, -0.72440, -0.42762], [1.49190, 2.47801, 1.26728], [0.46145, 2.83122, 1.57493], [-0.89488, 3.25879, 1.99699], [2.30202, -0.50200, -0.06494], [-0.55277, 1.03215, -1.70162], [2.05312, -2.08318, -1.77068], [3.55769, -2.26819, -0.86615], [-2.61230, -0.92349, 1.23764], [-2.45255, 0.82860, 0.73085], [-1.06273, -0.20409, 1.54642], [-1.92892, -0.80855, -1.39106], [-0.81576, -1.74943, -0.24881]], "atomic_forces_ev_per_a": [[-1.7, -0.9, 0.4], [1.0, 1.4, -2.1], [-0.9, 0.4, 0.4], [-1.4, -4.4, 0.7], [0.8, 0.4, -2.3], [-1.4, 0.6, 0.5], [5.9, -2.0, -1.7], [-4.4, 1.5, 1.3], [0.2, 0.4, 0.2], [-0.1, -1.0, 1.4], [-0.9, -0.2, -1.0], [1.9, -0.8, 0.5], [0.9, 1.8, -0.6], [0.6, 0.2, 0.0], [-0.3, 1.2, 0.2], [0.5, -0.1, 2.1], [-0.7, 1.3, 0.1]]}